--- one ---
Formula: C3H8NO3
Source: OMol25
Level of theory: ωB97M-V/def2-TZVPD

As for the spin multiplicity: 1. As for the net charge: -1. The calculation puts the HOMO energy at -3.4265 eV. Its LUMO energy is 3.2792 eV. The value obtained for the molar mass is 106.1 g mol⁻¹.

Structure (XYZ):
```
15
C3H8NO3 (ωB97M-V/def2-TZVPD)
H 2.63739 0.00711 0.18522
N -0.45750 0.94262 -0.13550
C -1.64218 0.14137 -0.08129
H 0.65360 -0.30175 1.20337
C -2.65609 0.74506 -1.06180
H 0.67532 -0.86255 -0.46991
H 3.64378 -1.75878 0.03807
H -2.79927 1.81676 -0.87089
O 3.31357 -1.26954 0.80416
C 0.64598 0.03869 0.16080
H -2.21176 0.69129 -2.05484
O -1.84369 -1.00007 0.33820
O 1.88427 0.66503 -0.07180
H -3.63935 0.27893 -1.08780
H -1.19067 0.84634 0.86507
```

Population analysis type Löwdin, resulting atomic charges in e: number 1, H, carries 0.000; number 2, N, carries 0.125; number 3, C, carries -0.651; number 4, H, carries 0.125; number 5, C, carries -0.027; number 6, H, carries 0.127; number 7, H, carries -0.137; number 8, H, carries 0.071; number 9, O, carries -0.510; number 10, C, carries -0.347; number 11, H, carries 0.077; number 12, O, carries 0.033; number 13, O, carries -0.156; number 14, H, carries 0.067; number 15, H, carries 0.202

***

--- two ---
Formula: C3H8NO3
Source: OMol25
Level of theory: ωB97M-V/def2-TZVPD

As for the spin multiplicity: 1. As for the net charge: -1. The calculation puts the HOMO energy at -3.6784 eV. Its LUMO energy is 3.5160 eV. The value obtained for the molar mass is 106.1 g mol⁻¹.

Structure (XYZ):
```
15
C3H8NO3 (ωB97M-V/def2-TZVPD)
O -0.91256 -1.17169 2.78389
H 0.55174 3.22216 -1.11683
O -0.90308 -1.92589 0.40450
N -0.42209 0.11843 -0.69468
H 0.72079 -1.64229 -0.77088
H 0.21251 2.24058 -2.60615
C 0.59018 1.06142 -0.84981
H -0.14655 0.98871 0.16020
C 0.06667 2.33987 -1.53243
C 0.09419 -1.08482 -0.05037
H 0.73119 -0.80968 0.79935
H -1.09820 -1.57251 1.37710
O 1.81807 0.91364 -0.75556
H -1.01029 2.39443 -1.32238
H -1.43279 -1.66663 3.41740
```

Population analysis type Löwdin, resulting atomic charges in e: number 1, O, carries -0.474; number 2, H, carries 0.071; number 3, O, carries -0.146; number 4, N, carries 0.145; number 5, H, carries 0.126; number 6, H, carries 0.075; number 7, C, carries -0.676; number 8, H, carries 0.215; number 9, C, carries -0.024; number 10, C, carries -0.362; number 11, H, carries 0.121; number 12, H, carries -0.012; number 13, O, carries 0.003; number 14, H, carries 0.072; number 15, H, carries -0.132

***

--- three ---
Formula: C3H8NO3
Source: OMol25
Level of theory: ωB97M-V/def2-TZVPD

As for the spin multiplicity: 1. As for the net charge: -1. The calculation puts the HOMO energy at -3.2480 eV. Its LUMO energy is 2.8435 eV. The value obtained for the molar mass is 106.1 g mol⁻¹.

Structure (XYZ):
```
15
C3H8NO3 (ωB97M-V/def2-TZVPD)
H 1.84605 0.28004 0.69991
H -2.07940 0.81147 -0.46073
C -0.45908 -0.39566 0.39001
O -2.10998 0.09435 -1.41441
H 0.11548 -1.36533 0.12563
O -2.90062 -0.59382 0.96058
H 1.89717 0.84552 -0.94987
H -0.06458 1.04091 -1.36270
H 2.91803 -2.00594 0.01256
O 2.12943 -1.68470 0.47575
N 1.48036 1.05557 0.04090
C -2.00421 -0.32683 0.01878
H -0.54325 1.68764 0.16793
H -0.30972 -0.27872 1.57910
C 0.08432 0.83550 -0.28345
```

Population analysis type Löwdin, resulting atomic charges in e: number 1, H, carries 0.047; number 2, H, carries 0.157; number 3, C, carries -0.141; number 4, O, carries -0.032; number 5, H, carries 0.106; number 6, O, carries -0.014; number 7, H, carries 0.095; number 8, H, carries 0.108; number 9, H, carries -0.163; number 10, O, carries -0.556; number 11, N, carries -0.060; number 12, C, carries -0.422; number 13, H, carries 0.108; number 14, H, carries 0.168; number 15, C, carries -0.401

***

--- four ---
Formula: C3H8NO3
Source: OMol25
Level of theory: ωB97M-V/def2-TZVPD

As for the spin multiplicity: 1. As for the net charge: -1. The calculation puts the HOMO energy at -2.5181 eV. Its LUMO energy is 3.5923 eV. The value obtained for the molar mass is 106.1 g mol⁻¹.

Structure (XYZ):
```
15
C3H8NO3 (ωB97M-V/def2-TZVPD)
C -1.42437 1.67108 0.37956
H 2.68624 0.35716 0.65989
H -0.79794 -0.73808 0.26115
H 1.85572 -1.34577 -1.15943
H 1.33413 1.06280 -0.13462
H 1.34013 -1.94869 0.54067
O -0.39302 2.31052 0.27241
O -1.88502 1.17965 1.55032
H -2.03073 1.42362 -0.56284
H -2.26817 0.29683 1.40228
N 1.67368 0.20736 0.45036
C -0.25840 -1.03195 -0.72419
H -0.38444 -0.14631 -1.47586
O -0.70756 -2.22696 -1.22550
C 1.25973 -1.07125 -0.23421
```

Population analysis type Löwdin, resulting atomic charges in e: number 1, C, carries -0.416; number 2, H, carries 0.039; number 3, H, carries 0.064; number 4, H, carries 0.085; number 5, H, carries 0.062; number 6, H, carries 0.111; number 7, O, carries 0.013; number 8, O, carries 0.035; number 9, H, carries 0.149; number 10, H, carries 0.106; number 11, N, carries -0.075; number 12, C, carries -0.548; number 13, H, carries 0.088; number 14, O, carries -0.412; number 15, C, carries -0.303

***

Winner for stability: four

***

--- one ---
Formula: C3H8NO3
Source: OMol25
Level of theory: ωB97M-V/def2-TZVPD

As for the spin multiplicity: 1. As for the net charge: -1. The calculation puts the HOMO energy at -3.0899 eV. Its LUMO energy is 4.2750 eV. As for the SMILES: CC[C@]([O-])(O)NO. The value obtained for the molar mass is 106.1 g mol⁻¹.

Structure (XYZ):
```
15
C3H8NO3 (ωB97M-V/def2-TZVPD)
H -1.11431 0.93068 1.11238
H -0.05477 1.18806 -1.92527
H -0.20827 -1.86305 0.77327
H 1.60260 -0.61409 -1.76420
H 0.70211 -0.63016 1.69314
C -1.34126 -0.06166 1.36901
H -2.17167 -0.35834 0.74021
O 1.35820 -1.02816 -0.94442
H -1.63416 -0.26291 2.32778
C 0.22455 -0.37944 -0.54208
C -0.12107 -0.78903 0.90048
O -0.62071 -0.28088 -1.46648
H 1.92904 1.02692 -0.44334
O 0.55409 1.91535 -1.50633
N 0.89564 1.20670 -0.32413
```

Population analysis type Löwdin, resulting atomic charges in e: number 1, H, carries 0.052; number 2, H, carries 0.059; number 3, H, carries 0.095; number 4, H, carries 0.077; number 5, H, carries 0.127; number 6, C, carries -0.118; number 7, H, carries 0.070; number 8, O, carries -0.024; number 9, H, carries 0.028; number 10, C, carries -0.798; number 11, C, carries -0.196; number 12, O, carries -0.112; number 13, H, carries 0.068; number 14, O, carries -0.234; number 15, N, carries -0.093

***

--- two ---
Formula: C3H8NO3
Source: OMol25
Level of theory: ωB97M-V/def2-TZVPD

As for the spin multiplicity: 1. As for the net charge: -1. The calculation puts the HOMO energy at -3.4908 eV. Its LUMO energy is 0.1392 eV. The value obtained for the molar mass is 106.1 g mol⁻¹.

Structure (XYZ):
```
15
C3H8NO3 (ωB97M-V/def2-TZVPD)
O -3.27644 -0.98817 1.31410
H -0.66580 0.68256 1.33313
H 1.36026 0.07309 0.92450
C 1.76264 -0.44878 -1.19470
O -0.92073 -0.74603 0.04418
H -1.72266 1.13279 -0.09388
H -1.89777 -0.83398 0.16157
O 2.82435 1.06017 0.30517
C 1.66099 0.55340 -0.01791
C -0.68658 0.90988 0.23637
H 2.59254 -1.08415 -0.92450
H 1.92429 0.10527 -2.14906
H -4.10889 -1.12439 1.77129
H 0.76255 -0.82055 -1.40544
N 0.39126 1.52889 -0.30483
```

Population analysis type Löwdin, resulting atomic charges in e: number 1, O, carries -0.559; number 2, H, carries 0.159; number 3, H, carries 0.166; number 4, C, carries -0.043; number 5, O, carries -0.168; number 6, H, carries 0.125; number 7, H, carries -0.020; number 8, O, carries -0.092; number 9, C, carries -0.573; number 10, C, carries -0.228; number 11, H, carries 0.073; number 12, H, carries 0.080; number 13, H, carries -0.181; number 14, H, carries 0.050; number 15, N, carries 0.211

***

Winner for stability: one

***

--- one ---
Formula: C4H8O3
Source: OMol25
Level of theory: ωB97M-V/def2-TZVPD

As for the spin multiplicity: 1. As for the net charge: 0. The calculation puts the HOMO energy at -8.3763 eV. Its LUMO energy is 0.6862 eV. As for the SMILES: O=C=CO.COC. The value obtained for the molar mass is 104.1 g mol⁻¹.

Structure (XYZ):
```
15
C4H8O3 (ωB97M-V/def2-TZVPD)
H 0.70399 0.25166 3.49971
C -0.19367 0.81684 1.17806
C -0.89290 0.39378 -1.68260
H 1.41747 -0.94169 -2.00896
O -0.19658 -0.45302 -0.79283
H 1.60992 -1.16686 -0.24490
H 1.66071 0.47523 -0.93330
C -0.17540 -0.30150 1.89000
H -1.91664 0.46995 -1.30603
H -0.32374 -1.27468 1.44359
C 1.19553 -0.51811 -1.02129
H -0.90661 -0.02801 -2.69564
O -0.11612 -0.20123 3.27526
O -0.10439 1.90059 0.72758
H -0.45564 1.40188 -1.70626
```

Population analysis type Löwdin, resulting atomic charges in e: number 1, H, carries 0.095; number 2, C, carries -0.195; number 3, C, carries -0.104; number 4, H, carries 0.093; number 5, O, carries -0.299; number 6, H, carries 0.091; number 7, H, carries 0.097; number 8, C, carries -0.183; number 9, H, carries 0.100; number 10, H, carries 0.113; number 11, C, carries -0.108; number 12, H, carries 0.093; number 13, O, carries -0.024; number 14, O, carries 0.143; number 15, H, carries 0.089

***

--- two ---
Formula: C4H8O3
Source: OMol25
Level of theory: ωB97M-V/def2-TZVPD

As for the spin multiplicity: 1. As for the net charge: 0. The calculation puts the HOMO energy at -9.6925 eV. Its LUMO energy is 0.5494 eV. As for the SMILES: C[C@@H](O)[C@@H](O)C=O. The value obtained for the molar mass is 104.1 g mol⁻¹.

Structure (XYZ):
```
15
C4H8O3 (ωB97M-V/def2-TZVPD)
H 0.88221 2.38481 -0.16135
C 0.10621 -1.04499 0.00622
H 1.38042 0.28072 1.06176
O -2.02221 -1.65001 -0.95543
H -0.27420 1.54529 -1.19789
C 0.45339 0.38154 0.48228
H 1.00936 -1.48269 -0.44275
H -0.68161 -0.60342 -2.04074
C -0.96239 -1.09205 -1.08107
O -0.60809 0.78412 1.34943
H 1.45787 1.14273 -1.29230
H -0.22908 1.03289 2.19988
C 0.64242 1.41813 -0.61391
O -0.24421 -1.81741 1.11361
H -0.91011 -1.27966 1.57228
```

Population analysis type Löwdin, resulting atomic charges in e: number 1, H, carries 0.084; number 2, C, carries -0.328; number 3, H, carries 0.150; number 4, O, carries 0.085; number 5, H, carries 0.081; number 6, C, carries -0.380; number 7, H, carries 0.162; number 8, H, carries 0.127; number 9, C, carries -0.201; number 10, O, carries -0.026; number 11, H, carries 0.090; number 12, H, carries 0.107; number 13, C, carries -0.044; number 14, O, carries -0.004; number 15, H, carries 0.098

***

--- three ---
Formula: C4H8O3
Source: OMol25
Level of theory: ωB97M-V/def2-TZVPD

As for the spin multiplicity: 1. As for the net charge: 0. The calculation puts the HOMO energy at -10.3904 eV. Its LUMO energy is 0.8725 eV. As for the SMILES: C[C@@H](O)COC=O. The value obtained for the molar mass is 104.1 g mol⁻¹.

Structure (XYZ):
```
15
C4H8O3 (ωB97M-V/def2-TZVPD)
H 1.49582 -1.45383 0.24707
C 0.12320 -0.36937 -0.55568
H -1.48693 0.05100 3.00720
H 0.16648 1.79502 -0.15927
H 0.49194 0.79946 -2.32021
H -0.26345 -0.78094 -2.63075
H -0.69188 -0.99664 -0.16739
H -1.23590 0.54378 -1.94127
O 0.05181 -1.06188 2.24082
O 1.31655 -1.11765 -0.64301
O -0.66561 0.92193 1.42967
C 0.30840 0.85249 0.37426
H 1.31783 0.84413 0.79970
C -0.24490 0.07698 -1.95492
C -0.68335 -0.10446 2.27379
```

Population analysis type Löwdin, resulting atomic charges in e: number 1, H, carries 0.089; number 2, C, carries -0.434; number 3, H, carries 0.149; number 4, H, carries 0.129; number 5, H, carries 0.087; number 6, H, carries 0.085; number 7, H, carries 0.142; number 8, H, carries 0.090; number 9, O, carries 0.072; number 10, O, carries -0.032; number 11, O, carries -0.016; number 12, C, carries -0.105; number 13, H, carries 0.137; number 14, C, carries -0.048; number 15, C, carries -0.344

***

--- four ---
Formula: C4H8O3
Source: OMol25
Level of theory: ωB97M-V/def2-TZVPD

As for the spin multiplicity: 1. As for the net charge: 0. The calculation puts the HOMO energy at -8.6213 eV. Its LUMO energy is 0.7958 eV. As for the SMILES: OC/C=C(/O)CO. The value obtained for the molar mass is 104.1 g mol⁻¹.

Structure (XYZ):
```
15
C4H8O3 (ωB97M-V/def2-TZVPD)
H -0.05312 -1.71080 -0.20834
H 1.75629 -0.12670 1.26060
C -0.15738 -1.14354 -1.13701
H 0.80839 -1.21114 -1.67091
O -1.18976 -1.68209 -1.91999
O -0.06539 -0.33538 2.19826
C 0.25844 0.98246 0.24947
H -1.69166 -0.94155 -2.28484
C -0.33776 0.28463 -0.73642
H 0.43508 -0.69714 2.93978
C 0.86331 0.46099 1.48856
O -1.17928 1.04562 -1.47765
H 1.17936 1.31408 2.10226
H -1.16557 1.75878 -0.78530
H 0.53904 2.00178 -0.01848
```

Population analysis type Löwdin, resulting atomic charges in e: number 1, H, carries 0.131; number 2, H, carries 0.116; number 3, C, carries -0.184; number 4, H, carries 0.140; number 5, O, carries -0.034; number 6, O, carries -0.061; number 7, C, carries -0.080; number 8, H, carries 0.083; number 9, C, carries -0.314; number 10, H, carries 0.088; number 11, C, carries -0.289; number 12, O, carries 0.048; number 13, H, carries 0.115; number 14, H, carries 0.121; number 15, H, carries 0.120

***

Winner for stability: three